{"formula": "C65H78CoN2O5PS", "method": "ωB97M-V/def2-TZVPD", "molar_mass_da": 1089.32, "gap_ha": [0.2530, 0.2538], "charge": -1, "multiplicity": 2, "energy_ev": -139643.8258, "max_force_ev_per_a": 2.35, "symbols": ["Co", "C", "N", "C", "C", "C", "N", "C", "C", "C", "C", "C", "C", "C", "O", "C", "C", "C", "C", "C", "C", "C", "C", "C", "C", "C", "C", "C", "C", "C", "O", "C", "C", "C", "C", "C", "C", "C", "C", "H", "H", "H", "H", "H", "H", "H", "H", "H", "H", "H", "H", "H", "H", "H", "H", "H", "H", "H", "H", "H", "H", "H", "H", "H", "H", "H", "H", "H", "H", "H", "H", "H", "H", "H", "H", "H", "H", "H", "H", "H", "H", "H", "H", "H", "H", "H", "H", "H", "H", "H", "H", "H", "H", "O", "C", "O", "C", "C", "C", "C", "C", "C", "P", "C", "C", "C", "C", "C", "C", "C", "C", "C", "C", "C", "C", "H", "H", "H", "H", "H", "H", "H", "H", "H", "H", "H", "H", "H", "H", "O", "S", "C", "C", "C", "C", "C", "C", "C", "C", "C", "C", "C", "C", "H", "H", "H", "H", "H", "H", "H", "H", "H", "H"], "coordinates": [[0.399401, 0.833700, 0.386714], [1.739001, 3.928700, 1.270114], [0.871901, 2.968900, 1.938814], [-0.279299, 3.667700, 2.485114], [1.555701, 2.286400, 3.025414], [2.693301, 1.389400, 2.544614], [2.307701, 0.433200, 1.495714], [3.414701, 0.361600, 0.536914], [3.341301, -0.502800, -0.700886], [4.572301, -0.712100, -1.300286], [4.710601, -1.297400, -2.547986], [3.540301, -1.737100, -3.152886], [2.288501, -1.583700, -2.590386], [2.144101, -0.894500, -1.345586], [0.972301, -0.665400, -0.832586], [1.058701, -2.105100, -3.321786], [0.358901, -3.136200, -2.430386], [1.368001, -2.790500, -4.659586], [0.119201, -0.936500, -3.623486], [6.077601, -1.358700, -3.217786], [6.027001, -1.914500, -4.645586], [7.027901, -2.237300, -2.392186], [6.643901, 0.067300, -3.304586], [2.059801, -0.886900, 2.097814], [1.087501, -0.827500, 3.243214], [1.539201, -1.154700, 4.504414], [0.712801, -1.097800, 5.618314], [-0.615999, -0.755000, 5.391514], [-1.128699, -0.424000, 4.148414], [-0.248899, -0.389600, 3.019614], [-0.624399, 0.020700, 1.849614], [-2.633099, -0.203600, 3.985414], [-3.395899, -0.130600, 5.316514], [-2.953199, 1.078900, 3.212014], [-3.174199, -1.401900, 3.197014], [1.283101, -1.394100, 6.998914], [2.386901, -0.371500, 7.311114], [0.239101, -1.298700, 8.115214], [1.877501, -2.809800, 7.037114], [1.166801, 4.460000, 0.512414], [2.547401, 3.423400, 0.753314], [2.159401, 4.659200, 1.981414], [0.004101, 4.325100, 3.327914], [-1.015699, 2.954300, 2.843714], [-0.734799, 4.276900, 1.707014], [0.816801, 1.691600, 3.566414], [1.994301, 3.013400, 3.742114], [3.080801, 0.850600, 3.419814], [3.496501, 2.028300, 2.170814], [4.322501, 0.058100, 1.091514], [3.565801, 1.375400, 0.146714], [5.448901, -0.353600, -0.775786], [3.606401, -2.206500, -4.117586], [1.041201, -3.953500, -2.200086], [-0.515699, -3.547400, -2.933186], [0.045601, -2.670900, -1.504586], [1.996601, -3.668700, -4.522086], [1.848901, -2.103400, -5.352686], [0.427601, -3.114400, -5.106486], [-0.211699, -0.470300, -2.698386], [-0.746999, -1.293800, -4.177986], [0.639901, -0.189300, -4.222686], [5.686301, -2.947200, -4.657086], [7.025301, -1.882800, -5.083286], [5.367301, -1.314800, -5.268386], [6.688501, -3.271300, -2.398286], [7.067201, -1.900300, -1.359786], [8.033901, -2.198600, -2.809186], [5.946701, 0.709300, -3.837086], [7.596001, 0.069300, -3.834486], [6.801201, 0.492700, -2.318186], [3.013501, -1.304700, 2.464914], [1.691601, -1.548900, 1.312114], [2.572501, -1.464200, 4.613714], [-1.286899, -0.753400, 6.233014], [-2.995499, 0.651900, 5.958414], [-3.368899, -1.079900, 5.848914], [-4.439299, 0.103700, 5.105314], [-2.689699, 1.952100, 3.808914], [-4.018299, 1.117200, 2.986914], [-2.412099, 1.091400, 2.271714], [-2.858099, -2.341300, 3.650414], [-2.789999, -1.356000, 2.186714], [-4.262599, -1.380200, 3.155814], [1.974701, 0.635500, 7.291514], [3.190401, -0.425500, 6.581714], [2.809301, -0.555000, 8.298914], [-0.198299, -0.304600, 8.154814], [0.715201, -1.493500, 9.075714], [-0.552699, -2.031200, 7.979814], [2.703101, -2.912000, 6.338414], [1.118101, -3.544600, 6.777814], [2.250101, -3.034500, 8.036414], [2.863601, 2.616200, -1.570186], [1.664201, 2.525900, -1.811486], [0.733701, 2.279800, -0.965086], [1.114501, 2.809000, -3.174886], [1.925001, 3.339200, -4.170386], [1.377001, 3.731200, -5.374286], [0.009001, 3.612800, -5.564886], [-0.796799, 3.074600, -4.577586], [-0.258899, 2.635100, -3.373486], [-1.261399, 1.920000, -1.994186], [-2.840899, 1.594900, -2.963986], [-2.721799, 0.834400, -4.127886], [-3.823999, 0.384000, -4.824686], [-5.097299, 0.646500, -4.347386], [-5.239399, 1.375100, -3.181386], [-4.129399, 1.850600, -2.505886], [-1.736999, 3.504200, -1.193386], [-2.666599, 3.494400, -0.156886], [-3.055399, 4.683600, 0.439514], [-2.490599, 5.886200, 0.046114], [-1.521399, 5.894100, -0.942886], [-1.156899, 4.712800, -1.561686], [2.978801, 3.455200, -3.963686], [1.996501, 4.155900, -6.152186], [-0.436399, 3.960700, -6.486786], [-1.860999, 3.024000, -4.748086], [-1.734999, 0.618600, -4.505886], [-3.692399, -0.176800, -5.740486], [-5.962599, 0.275200, -4.877086], [-6.229199, 1.573100, -2.790186], [-4.276299, 2.437700, -1.614486], [-3.058299, 2.549600, 0.195314], [-3.798299, 4.670800, 1.225414], [-2.793499, 6.812900, 0.516214], [-1.049399, 6.820200, -1.246586], [-0.397199, 4.733900, -2.327586], [-3.503199, -0.024700, 0.057514], [-2.692199, -0.853300, -0.836386], [-3.920399, -1.589900, -1.971186], [-5.263599, -1.419100, -1.694286], [-6.214199, -2.037100, -2.486986], [-5.812999, -2.808300, -3.563986], [-4.465999, -2.959500, -3.849886], [-3.514699, -2.352000, -3.048986], [-2.464099, -2.461500, 0.048014], [-1.206899, -2.674100, 0.589614], [-0.950699, -3.814100, 1.331614], [-1.959999, -4.739100, 1.543114], [-3.219699, -4.521100, 1.010514], [-3.472599, -3.385600, 0.258614], [-5.532199, -0.807000, -0.846086], [-7.265499, -1.929700, -2.261886], [-6.554599, -3.287800, -4.186286], [-4.158999, -3.563000, -4.691986], [-2.462099, -2.467200, -3.248486], [-0.453299, -1.915600, 0.448314], [0.030501, -3.970300, 1.755914], [-1.770199, -5.619600, 2.141614], [-4.018099, -5.229400, 1.187914], [-4.456799, -3.228700, -0.154886]], "forces_ev_per_angstrom": [[0.9553, 0.5152, 0.3565], [0.0732, -0.0651, -0.1233], [-0.1991, -0.1132, 0.0525], [-0.1738, 0.1104, 0.0163], [0.2020, -0.2589, 0.0798], [-0.1310, 0.3867, 0.2252], [-0.2086, 0.0381, -0.2023], [0.3675, 0.2348, -0.2212], [-0.3065, -0.0473, 0.0867], [-0.0662, -0.1491, -0.1503], [-0.0071, 0.0357, -0.0007], [0.2284, 0.0212, 0.0063], [-0.2310, 0.0782, 0.1306], [0.9348, -0.0483, -0.1615], [-1.3576, 0.3487, 0.7217], [-0.1466, -0.0587, -0.0253], [0.0513, 0.1730, -0.0805], [0.0194, 0.1546, 0.2943], [0.0626, -0.1454, 0.0973], [0.1568, -0.0023, -0.0310], [-0.0226, 0.0832, 0.2841], [-0.0972, 0.1396, -0.1447], [-0.0232, -0.1729, -0.0058], [-0.1528, -0.2195, 0.0031], [-0.1609, 0.0446, -0.2956], [-0.1879, -0.0415, 0.2173], [-0.0199, -0.0632, 0.0339], [0.3054, -0.0695, 0.1628], [-0.0967, 0.1517, -0.4657], [0.6296, -0.5074, 1.1330], [0.0118, 0.2858, -1.5706], [-0.2348, -0.0392, -0.0243], [0.2317, -0.0377, -0.2235], [0.0832, -0.0704, -0.0399], [0.0737, 0.1062, 0.0270], [0.0766, -0.0314, 0.1878], [-0.1249, -0.1423, 0.0146], [0.1447, 0.0007, -0.2036], [-0.0646, 0.1763, 0.0175], [-0.0419, 0.0244, -0.0124], [0.1009, -0.0387, -0.0663], [-0.0504, -0.0188, 0.0520], [0.0248, -0.0036, -0.0998], [-0.0263, -0.0850, 0.0225], [-0.0267, -0.0017, 0.0061], [0.0710, 0.1120, 0.0009], [-0.1344, -0.0557, -0.1199], [0.0853, 0.0789, -0.0962], [-0.0156, -0.1228, -0.0532], [-0.0490, 0.0956, -0.0650], [0.0027, -0.0716, 0.2559], [0.1255, 0.0557, 0.0736], [0.0287, -0.1047, -0.1634], [0.0331, -0.1244, 0.0295], [-0.1445, -0.1174, -0.0675], [-0.0046, -0.0323, 0.0506], [0.1141, -0.0829, -0.0524], [0.0964, 0.0252, -0.1344], [-0.0583, -0.0378, -0.0329], [-0.0674, 0.0240, 0.0020], [-0.1330, -0.0302, -0.1273], [-0.0066, 0.1113, -0.1200], [-0.0909, -0.1270, -0.0493], [0.0701, -0.0152, -0.0156], [-0.0978, 0.0229, -0.1176], [-0.0392, -0.1164, 0.0301], [0.0416, 0.0280, 0.1263], [0.1599, -0.0312, -0.0252], [-0.0746, 0.1163, -0.0618], [0.1502, 0.0051, -0.0573], [0.0181, 0.0815, 0.1312], [-0.0746, 0.0712, -0.0545], [0.0303, 0.0491, -0.1136], [0.0864, 0.0227, -0.0148], [-0.1054, 0.0257, 0.0902], [0.0174, 0.0885, 0.1413], [0.0064, -0.0805, 0.1213], [-0.0554, 0.0009, -0.0155], [0.0065, 0.1367, 0.0534], [-0.1556, 0.0287, 0.0257], [-0.0519, 0.1237, -0.0111], [0.0028, -0.0842, 0.0678], [-0.0335, -0.0489, -0.0708], [-0.1535, 0.0390, -0.0520], [-0.0051, 0.1271, -0.0073], [0.1086, 0.0213, -0.0997], [0.0743, -0.0135, 0.1233], [-0.1348, 0.1214, 0.0193], [0.0498, -0.0231, 0.0781], [-0.1621, -0.0622, -0.0187], [0.0956, -0.0423, -0.1124], [-0.0677, -0.0933, -0.0328], [0.0709, -0.0442, 0.1084], [-0.1606, -0.0838, -0.1598], [0.9567, 0.1848, -0.1061], [0.2514, -0.7060, 0.8750], [-0.2722, 0.0342, -0.0600], [0.1082, -0.0638, 0.1689], [-0.0053, 0.0317, -0.0904], [-0.0053, 0.0673, -0.0683], [-0.1021, 0.0491, -0.1156], [0.3155, -0.2272, -0.0012], [-0.9627, 0.3142, -0.3797], [0.1622, -0.0760, 0.0714], [0.1542, 0.0233, 0.0137], [-0.1243, -0.0164, -0.1193], [-0.0129, 0.0060, -0.1176], [-0.2271, 0.0763, -0.0928], [0.1349, 0.2094, 0.0672], [-0.0148, -0.1317, 0.0566], [0.1381, 0.0265, -0.0082], [-0.1426, 0.0540, 0.0820], [-0.0920, 0.1007, 0.0827], [0.0139, 0.1007, -0.0218], [0.0185, 0.0767, 0.0368], [0.0825, -0.0201, 0.0545], [0.0687, 0.0035, -0.0257], [-0.0591, -0.0007, -0.0679], [-0.0366, -0.0136, -0.0135], [0.0646, -0.0908, -0.0847], [0.0265, -0.0780, -0.0322], [-0.0971, -0.0232, -0.0173], [-0.0374, 0.0400, 0.0307], [-0.0523, 0.0035, 0.1184], [-0.1164, -0.1199, 0.0522], [-0.0234, -0.0276, 0.0862], [-0.0184, 0.0113, 0.0435], [-0.0116, 0.0397, 0.0265], [0.0074, 0.0748, -0.0628], [-0.5069, 1.1792, 0.8446], [-0.3627, -2.2734, -0.4672], [0.2380, 0.2068, -0.0016], [0.1315, 0.1771, 0.2138], [-0.0109, -0.0834, -0.0151], [-0.1169, -0.0412, -0.0726], [0.0687, -0.1082, -0.0222], [0.0165, 0.0063, 0.0006], [0.3774, 0.3441, -0.2579], [-0.0054, 0.2083, -0.0446], [-0.0191, -0.0706, 0.0642], [0.1076, -0.0002, 0.0965], [-0.1332, 0.0366, 0.0157], [-0.1773, -0.0105, -0.0534], [-0.0679, 0.0858, 0.0886], [-0.0851, 0.0674, 0.0209], [-0.0567, -0.0645, -0.0680], [0.0537, -0.0275, -0.0781], [0.1908, -0.0565, -0.0988], [0.2152, -0.0353, -0.0560], [0.0860, 0.0128, 0.0415], [0.0183, -0.0724, 0.0023], [-0.0145, -0.0483, -0.0137], [-0.0822, -0.0105, -0.0076]]}


{"formula": "C2H3Br2NO", "method": "ωB97M-V/def2-TZVPD", "molar_mass_da": 216.86, "de_lowest_kj_mol": 0.0, "gap_ha": [0.3215, 0.2584], "multiplicity": 3, "energy_ev": -145739.5565, "max_force_ev_per_a": 2.78, "symbols": ["C", "C", "N", "O", "Br", "Br", "H", "H", "H"], "coordinates": [[-0.883949, -0.111159, -0.833260], [-0.691059, -0.891752, 0.217304], [1.051906, 1.471745, 0.244144], [0.802691, 1.761250, 1.359662], [0.515057, -2.322078, 0.436084], [2.692370, 0.576989, -0.025649], [-0.648935, -0.658199, -1.745311], [-1.610729, 0.675770, -0.691441], [-1.227353, -0.502562, 1.038471]], "forces_ev_per_angstrom": [[-0.3399, -2.6796, -0.6464], [-0.0675, 1.0541, 0.1416], [0.3488, 0.1964, -0.7043], [-0.9372, 0.6960, 1.3960], [-0.6202, 0.1564, -0.1783], [1.0185, -0.4340, -0.6054], [0.3352, 1.3473, -0.6612], [0.1373, 0.1524, -0.5637], [0.1250, -0.4890, 1.8216]]}